Formula: C5H12O2
Source: the Open Molecules 2025 dataset
Level of theory: ωB97M-V/def2-TZVPD

```
19
Properties=species:S:1:pos:R:3:mulliken_charge:R:1
C 2.576 -0.298 0.332 -1.1487
C 1.615 -0.602 -0.822 -0.3177
C 0.177 -0.555 -0.392 -0.0041
C -0.783 0.133 -1.006 -0.6220
C -2.215 0.173 -0.554 -0.4824
O -2.332 -0.418 0.732 -0.5082
H 3.617 -0.374 0.003 0.3582
H 2.416 0.709 0.731 0.2924
H 2.429 -1.001 1.159 0.2915
H 1.840 -1.602 -1.216 0.2757
H 1.777 0.100 -1.649 0.2826
H -0.083 -1.132 0.496 0.3315
H -0.563 0.711 -1.906 0.2500
H -2.845 -0.364 -1.282 0.3927
H -2.560 1.218 -0.535 0.3073
H -3.267 -0.430 0.969 0.2634
O -0.502 1.508 1.989 -0.6761
H -1.147 0.794 1.867 0.3606
H -0.055 1.520 1.135 0.3534
```

## Properties
LUMO level: 0.68 eV
highest occupied orbital energy: -9.49 eV
SMILES string: CC/C=C/CO.O
frontier orbital gap: 10.167 eV